Version w
Computed, not measured: a cluster of 2 separate species, C6H16 in total, with ωB97M-V/def2-TZVPD.

The geometry in ORCA input format:
```
! wB97M-V def2-TZVPD RIJCOSX def2/J DEFGRID3
* xyz 0 1
C -0.3086 0.1540 -1.4438
H -0.3129 0.0501 3.9675
C -0.1690 0.7578 -2.8828
C 0.2709 -0.0565 3.0451
H -1.9587 1.5065 -1.1331
H -0.0010 -1.0909 2.7991
H 2.2070 -0.5941 3.7416
H 1.1001 -1.4998 -1.5052
H -0.3747 -1.7515 -2.4591
H -1.8468 0.2776 0.1564
H 0.2130 1.7814 -2.8738
H -0.3002 0.5506 2.3377
H -1.1595 0.7434 -3.3512
H 2.2195 -0.1002 2.0889
C 0.0198 -1.3403 -1.5370
C 1.7620 0.1315 3.0505
H 0.5077 0.2201 -3.5455
H -2.4545 -0.1512 -1.3329
C -1.6668 0.4869 -0.9001
H -0.3454 -1.8781 -0.6558
H 2.1120 1.1058 3.3745
H 0.4863 0.6969 -0.9411
*
```

The value obtained for the molar mass is 88.194 g/mol. As for the lowest unoccupied orbital energy: 0.039 hartree. As for the HOMO energy: -10.969 eV. Its orbital gap is 12.03 eV.

Atom charges from the Mulliken analysis, given in e for atoms 1 to 6: atom 1 (C): 1.0254, atom 2 (H): 0.3526, atom 3 (C): -1.4846, atom 4 (C): -0.7555, atom 5 (H): 0.3952, atom 6 (H): 0.2562

=====

Version x
Computed, not measured: a cluster of 2 separate species, C6H16 in total, with ωB97M-V/def2-TZVPD.

The geometry in ORCA input format:
```
! wB97M-V def2-TZVPD RIJCOSX def2/J DEFGRID3
* xyz 0 1
H 1.7850 -1.5872 -0.9717
H -1.4516 2.0869 2.0072
C -0.7637 1.3541 1.5753
C 0.6364 1.9602 1.4940
H 0.6126 -0.9829 -3.8293
C 0.1764 -0.5134 -2.9509
C -0.2126 -1.4894 -1.7956
H -1.8515 -0.4400 2.3560
H 0.8684 -0.4054 -0.1899
C 0.7709 -1.4035 -0.6221
H -0.5055 0.1024 3.3638
H -0.1239 -2.4908 -2.2159
H 1.3012 1.2002 1.0730
H -1.2233 -1.2271 -1.4996
H 0.3354 -1.9895 0.1824
H 0.6146 2.6803 0.6695
C -0.8763 0.0431 2.3337
H -0.7205 0.0389 -3.2288
H -1.1404 1.1184 0.5748
H -0.1902 -0.6852 1.8922
H 1.0515 2.4057 2.3894
H 0.9069 0.2242 -2.6076
*
```

The value obtained for the molar mass is 88.194 g/mol. As for the lowest unoccupied orbital energy: 0.042 hartree. As for the HOMO energy: -11.240 eV. Its orbital gap is 12.37 eV.

Atom charges from the Mulliken analysis, given in e for atoms 1 to 6: atom 1 (H): 0.4096, atom 2 (H): 0.3720, atom 3 (C): -0.1743, atom 4 (C): -1.0936, atom 5 (H): 0.3304, atom 6 (C): -1.0981

=====

Version y
Computed, not measured: a cluster of 2 separate species, C6H16 in total, with ωB97M-V/def2-TZVPD.

The geometry in ORCA input format:
```
! wB97M-V def2-TZVPD RIJCOSX def2/J DEFGRID3
* xyz 0 1
H 2.7975 -0.6291 2.0694
C -2.0016 1.7497 -0.1571
C 1.8493 -1.5121 -0.2763
H -1.6936 -0.7983 -1.8701
H 0.8096 -1.3769 -0.5156
H 3.1384 0.9656 1.7622
H 2.3463 -1.8174 -1.2021
H -2.6213 -1.6390 -0.6010
H -1.6428 1.6465 0.9680
C -2.0105 -0.7547 -0.8347
C 2.4991 -0.1708 0.0428
H -1.1471 1.8971 -0.8942
H 2.0106 0.6151 -0.5384
H -3.4608 0.3250 0.4167
H -3.5013 0.7755 -1.3129
C -2.8440 0.4937 -0.4784
H -2.6192 2.6287 -0.2314
C 2.3417 0.2322 1.5226
H 3.5517 -0.1261 -0.1838
H -1.1582 -0.6981 -0.1407
H 1.3575 0.4247 1.9480
H 1.9989 -2.2311 0.5070
*
```

The value obtained for the molar mass is 88.194 g/mol. As for the lowest unoccupied orbital energy: 0.041 hartree. As for the HOMO energy: -11.207 eV. Its orbital gap is 12.32 eV.

Atom charges from the Mulliken analysis, given in e for atoms 1 to 6: atom 1 (H): 0.2863, atom 2 (C): -0.9641, atom 3 (C): -0.6482, atom 4 (H): 0.3383, atom 5 (H): -0.0534, atom 6 (H): 0.3247

=====

Which structure loses on stability? version y does.

=====

Version w
Computed, not measured: a cluster of 2 separate species, C6H16 in total, with ωB97M-V/def2-TZVPD.

The geometry in ORCA input format:
```
! wB97M-V def2-TZVPD RIJCOSX def2/J DEFGRID3
* xyz 0 1
H 0.6670 -1.1671 -1.2044
H 1.7539 1.3677 -1.2682
H 2.0580 -0.7096 2.5987
H -0.5058 -2.3854 2.2742
H 1.4646 -1.2340 1.1274
C -0.2080 -0.6316 -1.5942
H 0.4902 -0.0420 1.9952
C 1.1058 -0.9307 2.1149
H 0.5823 1.6963 -2.6166
H -2.3316 1.3837 -0.2531
C -0.3241 0.7373 -0.9190
C 0.3444 -2.0228 2.8501
H 0.0807 -0.4808 -2.6421
H 0.6164 2.6747 -1.1813
H 1.0022 -2.8205 3.1760
H -0.1163 -1.6188 3.7580
H -1.6222 2.4324 -1.4106
H -1.0632 -1.3043 -1.5166
C 0.7389 1.6475 -1.5385
C -1.7016 1.3802 -1.1496
H -0.0506 0.6706 0.1291
H -2.2324 0.8542 -1.9398
*
```

The value obtained for the molar mass is 88.194 g/mol. As for the lowest unoccupied orbital energy: 0.039 hartree. As for the HOMO energy: -11.125 eV. Its orbital gap is 12.18 eV.

Atom charges from the Mulliken analysis, given in e for atoms 1 to 6: atom 1 (H): 0.3214, atom 2 (H): 0.3699, atom 3 (H): 0.3582, atom 4 (H): 0.2772, atom 5 (H): 0.1618, atom 6 (C): -1.3920

=====

Version x
Computed, not measured: a cluster of 2 separate species, C6H16 in total, with ωB97M-V/def2-TZVPD.

The geometry in ORCA input format:
```
! wB97M-V def2-TZVPD RIJCOSX def2/J DEFGRID3
* xyz 0 1
C 1.0013 -1.0157 2.0162
C -0.4170 -1.1871 2.5955
H -0.4355 -0.4917 3.4077
H 1.0559 -0.0334 1.5303
H 1.7657 -1.1390 2.7753
H -1.3296 -1.1472 0.5789
H 1.8479 0.9300 -2.1151
H -0.2280 -0.3916 -1.1046
H 0.9287 1.2057 -3.4129
H -1.3900 0.3632 1.3996
C 0.7756 1.0230 -2.3347
C -1.4326 -0.7218 1.5770
C 0.0268 -0.2912 -2.1639
H -0.9231 -0.2733 -2.6951
H 0.6372 -1.1573 -2.4067
H -2.4934 -0.7966 1.8454
H 0.2420 2.0765 -0.5506
C 0.0916 2.1686 -1.6290
H 0.4663 3.1606 -1.8799
H 1.1360 -1.6303 1.1203
H -0.9818 2.1737 -1.8250
H -0.5991 -2.1790 2.9770
*
```

The value obtained for the molar mass is 88.194 g/mol. As for the lowest unoccupied orbital energy: 0.041 hartree. As for the HOMO energy: -11.020 eV. Its orbital gap is 12.14 eV.

Atom charges from the Mulliken analysis, given in e for atoms 1 to 6: atom 1 (C): -1.0295, atom 2 (C): -0.1392, atom 3 (H): 0.2323, atom 4 (H): 0.2177, atom 5 (H): 0.3323, atom 6 (H): 0.2155

=====

Which structure loses on stability? version x does.

=====

Version w
Computed, not measured: a cluster of 2 separate species, C6H16 in total, with ωB97M-V/def2-TZVPD.

The geometry in ORCA input format:
```
! wB97M-V def2-TZVPD RIJCOSX def2/J DEFGRID3
* xyz 0 1
H 1.7331 -3.2865 -3.2361
H -1.7964 3.2629 2.9078
H 1.6007 3.6387 1.2555
H -1.2034 -1.7590 -1.9286
H -2.2499 1.9009 1.6793
C 0.6816 3.8606 1.7403
H -2.0743 3.8076 1.2406
H 0.4884 -4.4986 -2.5157
H -0.1475 2.2765 0.5491
H 0.2390 1.7284 2.2214
C -0.7160 -2.6981 -1.4253
H 1.1643 -3.0057 -0.2984
H 0.2022 4.6254 1.2623
H -1.2711 -3.0250 -0.4978
H 0.7438 4.1666 2.7952
C 1.2956 -3.7961 -2.3091
C 0.7941 -2.7526 -1.3447
H 2.1533 -4.4084 -1.8989
H -1.1684 -3.5473 -2.0365
H 1.3650 -1.8648 -1.6065
C -0.1389 2.5317 1.5991
C -1.6953 2.8427 1.8470
*
```

The value obtained for the molar mass is 88.194 g/mol. As for the lowest unoccupied orbital energy: 0.037 hartree. As for the HOMO energy: -11.077 eV. Its orbital gap is 12.08 eV.

Atom charges from the Mulliken analysis, given in e for atoms 1 to 6: atom 1 (H): 0.2196, atom 2 (H): 0.2658, atom 3 (H): 0.3105, atom 4 (H): 0.2380, atom 5 (H): 0.2991, atom 6 (C): -1.1518

=====

Version x
Computed, not measured: a cluster of 2 separate species, C6H16 in total, with ωB97M-V/def2-TZVPD.

The geometry in ORCA input format:
```
! wB97M-V def2-TZVPD RIJCOSX def2/J DEFGRID3
* xyz 0 1
H -0.7103 1.4531 -0.3489
H 0.9201 -0.5112 0.8762
H -0.6904 1.4552 -2.0486
H -0.5245 -1.0575 2.9305
H 0.8038 1.7737 -1.0338
H -0.5316 -1.0321 -1.1249
H -0.8528 0.2274 4.0836
H 0.1924 -0.9583 -3.3017
C 1.3353 -0.6078 -0.1645
C 0.3025 -0.3212 -1.3258
C -1.7876 0.4171 1.9611
H -1.4817 1.3085 1.5953
H 1.5834 0.0181 -3.0917
C -0.0980 1.1403 -1.1998
H 0.3297 0.5076 2.7622
H -2.7369 0.3939 2.4885
H -1.7870 -0.4725 1.2699
C 0.9099 -0.6529 -2.6570
C -0.6852 0.0210 3.0161
H 2.2276 0.0569 -0.3728
H 1.5565 -1.5538 -2.5393
H 1.8401 -1.5886 0.0748
*
```

The value obtained for the molar mass is 88.194 g/mol. As for the lowest unoccupied orbital energy: 0.042 hartree. As for the HOMO energy: -10.940 eV. Its orbital gap is 12.08 eV.

Atom charges from the Mulliken analysis, given in e for atoms 1 to 6: atom 1 (H): 0.0892, atom 2 (H): -0.0689, atom 3 (H): 0.3909, atom 4 (H): 0.2743, atom 5 (H): 0.2983, atom 6 (H): 0.1449

=====

Which structure loses on stability? version w does.

=====

Version w
Computed, not measured: a cluster of 2 separate species, C3H12NOS2 in total, with ωB97M-V/def2-TZVPD.

The geometry in ORCA input format:
```
! wB97M-V def2-TZVPD RIJCOSX def2/J DEFGRID3
* xyz 1 1
S 3.0245 1.7678 0.4103
N -0.7465 0.2154 1.3815
H 1.2500 -1.4940 -0.7166
H -2.2492 -1.7606 -0.1080
S 1.8152 0.8451 -0.8867
O -0.9742 2.2818 -1.5795
H 1.5649 -0.7372 0.8437
H -1.3665 1.0300 1.2914
H 4.1909 1.1331 0.1991
C -1.1889 -1.8661 0.0796
H -1.6581 1.7273 -1.9765
H -0.8932 0.1315 -0.6862
H 0.1338 0.5397 1.7724
H -1.1486 -0.4358 2.0599
H -0.8736 -2.5204 -0.7226
H -0.9545 -2.3663 1.0196
C 1.0393 -0.6135 -0.1106
C -0.4659 -0.5336 0.0597
H -0.4991 2.6557 -2.3307
*
```

The value obtained for the molar mass is 142.269 g/mol. As for the lowest unoccupied orbital energy: -0.123 hartree. As for the HOMO energy: -12.748 eV. Its orbital gap is 9.40 eV.

Atom charges from the Mulliken analysis, given in e for atoms 1 to 6: atom 1 (S): -0.1928, atom 2 (N): -0.2976, atom 3 (H): 0.3559, atom 4 (H): 0.3918, atom 5 (S): 0.0122, atom 6 (O): -0.6232

=====

Version x
Computed, not measured: a cluster of 2 separate species, C3H12NOS2 in total, with ωB97M-V/def2-TZVPD.

The geometry in ORCA input format:
```
! wB97M-V def2-TZVPD RIJCOSX def2/J DEFGRID3
* xyz 1 1
O -1.8418 2.1785 -0.9693
H -2.5584 1.8089 -1.4800
S 1.2701 0.2265 -0.5475
C -2.0598 -2.1176 -0.3564
C 0.2798 -1.2261 -0.0405
H -1.5943 -2.9857 0.1061
H 0.4079 -1.5266 1.0003
S 2.3378 0.6314 1.1497
N -1.5963 0.0437 0.8125
H -1.2983 -0.2555 -1.1767
H -1.9076 3.1298 -1.1087
H -1.5487 -0.4426 1.7119
H -1.0558 0.9203 0.7632
H 3.5610 0.1344 0.8861
C -1.1766 -0.8833 -0.3086
H -2.1408 -2.4108 -1.4084
H -2.5573 0.3582 0.6961
H 0.6092 -2.0826 -0.6279
H -3.0882 -2.1062 0.0158
*
```

The value obtained for the molar mass is 142.269 g/mol. As for the lowest unoccupied orbital energy: -0.119 hartree. As for the HOMO energy: -12.727 eV. Its orbital gap is 9.49 eV.

Atom charges from the Mulliken analysis, given in e for atoms 1 to 6: atom 1 (O): -0.6004, atom 2 (H): 0.3150, atom 3 (S): -0.0126, atom 4 (C): -1.4374, atom 5 (C): -1.0504, atom 6 (H): 0.3419

=====

Which structure loses on stability? version w does.

=====

Version w
Computed, not measured: a cluster of 2 separate species, C2H4O2 in total, with ωB97M-V/def2-TZVPD.

The geometry in ORCA input format:
```
! wB97M-V def2-TZVPD RIJCOSX def2/J DEFGRID3
* xyz 0 1
C 0.9588 0.3770 1.3846
H 1.8862 0.7693 1.0213
C -0.9600 0.1415 -1.6835
O -1.0961 -0.9239 -0.9739
O 0.5006 -0.7150 1.1021
H 0.6368 1.2620 1.9604
H -1.3723 -0.0423 -2.6967
H -0.5540 -0.8686 -0.1142
*
```

The value obtained for the molar mass is 60.052 g/mol. As for the lowest unoccupied orbital energy: -0.005 hartree. As for the HOMO energy: -8.142 eV. Its orbital gap is 8.01 eV.

Atom charges from the Mulliken analysis, given in e for atoms 1 to 6: atom 1 (C): 0.0380, atom 2 (H): 0.2189, atom 3 (C): -0.3323, atom 4 (O): -0.2926, atom 5 (O): -0.5216, atom 6 (H): 0.2292

=====

Version x
Computed, not measured: a cluster of 2 separate species, C2H4O2 in total, with ωB97M-V/def2-TZVPD.

The geometry in ORCA input format:
```
! wB97M-V def2-TZVPD RIJCOSX def2/J DEFGRID3
* xyz 0 1
O 2.5585 -2.5072 -1.6655
H -2.7647 1.8199 2.2109
O -4.1926 1.3716 0.8460
C 3.6908 -2.0975 -1.6471
H -4.1135 3.1289 1.9258
H 4.3537 -2.3418 -2.5109
C -3.6782 2.1378 1.6542
H 4.1459 -1.5117 -0.8133
*
```

The value obtained for the molar mass is 60.052 g/mol. As for the lowest unoccupied orbital energy: 0.029 hartree. As for the HOMO energy: -10.267 eV. Its orbital gap is 11.04 eV.

Atom charges from the Mulliken analysis, given in e for atoms 1 to 6: atom 1 (O): -0.3757, atom 2 (H): 0.2109, atom 3 (O): -0.3923, atom 4 (C): -0.0458, atom 5 (H): 0.2158, atom 6 (H): 0.2059

=====

Version y
Computed, not measured: a cluster of 2 separate species, C2H4O2 in total, with ωB97M-V/def2-TZVPD.

The geometry in ORCA input format:
```
! wB97M-V def2-TZVPD RIJCOSX def2/J DEFGRID3
* xyz 0 1
C -0.3325 1.3462 0.8242
H -1.1014 0.6034 0.6726
H 0.1326 -2.8828 -1.7189
H 0.4635 -0.8150 -0.3432
O -0.2301 -1.2197 -0.9759
O -0.0346 -2.6413 -0.7886
H 0.8446 3.2401 1.2593
C 0.2580 2.3689 1.0706
*
```

The value obtained for the molar mass is 60.052 g/mol. As for the lowest unoccupied orbital energy: 0.038 hartree. As for the HOMO energy: -10.640 eV. Its orbital gap is 11.67 eV.

Atom charges from the Mulliken analysis, given in e for atoms 1 to 6: atom 1 (C): -0.5651, atom 2 (H): 0.4675, atom 3 (H): 0.3417, atom 4 (H): 0.3726, atom 5 (O): -0.3890, atom 6 (O): -0.3357

=====

Which structure loses on stability? version y does.

=====

Version w
Computed, not measured: the molecule C2H4O2, with ωB97M-V/def2-TZVPD.

The geometry in ORCA input format:
```
! wB97M-V def2-TZVPD RIJCOSX def2/J DEFGRID3
* xyz 0 1
C 0.1705 -0.3516 0.3308
H 0.8484 -0.5850 1.1912
H -0.2897 1.6442 0.1117
H -0.1951 0.7726 -1.5623
O -0.8752 -1.1531 0.1867
H 1.3120 1.1936 -0.5686
C 0.2572 0.8452 -0.4104
O -1.2282 -2.3659 0.7210
*
```

The value obtained for the molar mass is 60.052 g/mol. As for the lowest unoccupied orbital energy (alpha / beta): -0.015 / -0.015 hartree. As for the HOMO energy (alpha / beta): -9.096 / -9.094 eV. Its orbital gap (alpha / beta) is 8.68 / 8.68 eV.

Atom charges from the Mulliken analysis, given in e for atoms 1 to 6: atom 1 (C): 0.1790, atom 2 (H): 0.3531, atom 3 (H): 0.2542, atom 4 (H): 0.2543, atom 5 (O): 0.0113, atom 6 (H): 0.3126

=====

Version x
Computed, not measured: a cluster of 2 separate species, C2H4O2 in total, with ωB97M-V/def2-TZVPD.

The geometry in ORCA input format:
```
! wB97M-V def2-TZVPD RIJCOSX def2/J DEFGRID3
* xyz 0 1
H 1.1870 3.0349 -0.5744
C 0.6391 3.9850 -0.3681
H 0.5514 4.7089 -1.2129
C -0.6063 -4.0321 0.3638
O -0.7964 -2.8122 0.3704
H 0.2276 -4.5389 -0.1777
O 0.1137 4.3424 0.6772
H -1.3161 -4.6881 0.9217
*
```

The value obtained for the molar mass is 60.052 g/mol. As for the lowest unoccupied orbital energy: 0.024 hartree. As for the HOMO energy: -10.175 eV. Its orbital gap is 10.82 eV.

Atom charges from the Mulliken analysis, given in e for atoms 1 to 6: atom 1 (H): 0.2229, atom 2 (C): -0.0299, atom 3 (H): 0.2018, atom 4 (C): -0.0295, atom 5 (O): -0.3992, atom 6 (H): 0.2181

=====

Which structure loses on stability? version w does.